[1]
{"formula": "C9H6BrIO", "method": "ωB97M-V/def2-TZVPD", "elements": ["C", "C", "C", "C", "C", "C", "C", "C", "C", "O", "Br", "I", "H", "H", "H", "H", "H", "H"], "positions_angstrom": [[-1.660, 0.586, -0.231], [-0.888, 0.939, 0.841], [-1.361, -0.466, -1.095], [0.243, 0.156, 1.086], [-0.176, -1.076, -0.952], [0.657, -0.742, 0.152], [2.781, -1.294, 1.303], [1.837, -1.577, 0.424], [3.820, -0.100, -0.591], [3.423, -1.022, 2.233], [5.349, -1.134, -0.258], [3.988, 1.799, 0.342], [-2.589, 1.186, -0.457], [-1.171, 1.742, 1.347], [-1.996, -0.784, -1.993], [0.752, 0.423, 1.998], [0.057, -1.940, -1.609], [1.908, -2.604, 0.098]], "lumo_ev": [0.3, -2.1], "s_squared": 2.01, "multiplicity": 3}


[2]
{"formula": "C11H19Cl3O2W", "method": "ωB97M-V/def2-TZVPD", "elements": ["C", "C", "C", "C", "C", "C", "C", "C", "C", "C", "W", "Cl", "Cl", "O", "H", "H", "H", "H", "H", "H", "H", "H", "H", "H", "H", "H", "H", "H", "H", "H", "O", "H", "Cl", "C", "H", "H"], "positions_angstrom": [[0.312, -1.201, -1.873], [1.233, -0.087, -1.955], [0.432, 1.126, -1.887], [2.649, -0.249, -2.399], [-0.962, 0.712, -1.906], [-1.022, -0.691, -1.914], [-2.264, -1.499, -2.076], [0.678, -2.643, -1.966], [0.842, 2.547, -2.057], [-2.126, 1.623, -2.107], [0.608, 0.149, 0.167], [2.625, 1.324, 0.199], [1.882, -1.721, 0.992], [-1.003, 1.287, 0.644], [2.986, -1.249, -2.137], [3.316, 0.463, -1.919], [2.756, -0.133, -3.484], [1.821, 2.736, -1.611], [0.113, 3.199, -1.551], [0.890, 2.833, -3.116], [-1.909, 2.631, -1.738], [-3.024, 1.250, -1.595], [-2.359, 1.705, -3.179], [-3.109, -1.017, -1.569], [-2.134, -2.490, -1.626], [-2.519, -1.614, -3.142], [1.677, -2.816, -1.572], [0.637, -3.015, -2.997], [-0.019, -3.235, -1.364], [-1.742, 0.710, 0.917], [-1.098, -1.480, 0.875], [-0.477, -2.183, 1.126], [-0.051, 1.177, 3.467], [0.582, 1.731, 1.956], [0.082, 2.679, 1.780], [1.655, 1.877, 2.159]], "lumo_ev": [-1.8, -1.8]}


[3]
{"formula": "ClH8NaO4", "method": "ωB97M-V/def2-TZVPD", "elements": ["Na", "Cl", "O", "H", "H", "O", "H", "H", "O", "H", "H", "O", "H", "H"], "positions_angstrom": [[-2.210, 16.624, -10.498], [-3.325, 19.176, -9.430], [-0.407, 16.007, -8.806], [0.036, 16.093, -7.962], [0.244, 15.601, -9.378], [-4.026, 15.589, -11.993], [-4.050, 15.857, -12.912], [-4.944, 15.588, -11.720], [-3.019, 15.009, -8.918], [-3.517, 15.224, -8.129], [-2.110, 14.959, -8.621], [-0.717, 17.744, -12.233], [-0.195, 17.259, -12.873], [-1.356, 18.224, -12.759]], "lumo_ev": [-3.4, -7.9], "s_squared": 0.75, "multiplicity": 2, "charge": 1, "e_above_lowest_kj_mol": 0.0}


[4]
{"formula": "C2H3FO2Tl", "method": "ωB97M-V/def2-TZVPD", "elements": ["F", "H", "O", "C", "C", "O", "Tl", "H", "H"], "positions_angstrom": [[-0.093, 2.356, 0.452], [-0.743, 3.057, -0.106], [-1.552, 4.294, 0.870], [-0.940, 3.874, 1.889], [-1.808, 3.166, 2.946], [-2.988, 3.422, 2.990], [-3.782, 4.848, 1.338], [0.002, 4.345, 2.211], [-1.364, 2.310, 3.486]], "lumo_ev": -6.6, "charge": 1, "e_above_lowest_kj_mol": 100.7}


[5]
{"formula": "C24H29N3O3S", "method": "ωB97M-V/def2-TZVPD", "elements": ["O", "C", "N", "C", "C", "C", "C", "C", "C", "C", "C", "C", "H", "H", "H", "H", "H", "H", "H", "S", "O", "O", "N", "C", "H", "C", "N", "C", "C", "C", "C", "C", "C", "H", "H", "H", "H", "H", "C", "H", "C", "H", "H", "H", "H", "H", "H", "H", "H", "C", "H", "C", "H", "H", "C", "H", "H", "C", "H", "H"], "positions_angstrom": [[-1.602, -0.491, -1.973], [-2.102, -1.150, -1.087], [-1.345, -1.871, -0.191], [0.056, -1.825, -0.272], [0.701, -1.792, -1.508], [2.068, -1.590, -1.571], [2.794, -1.460, -0.404], [2.188, -1.625, 0.826], [0.817, -1.801, 0.906], [0.110, -2.018, 2.208], [-0.957, -3.076, 1.944], [-1.973, -2.516, 0.957], [-2.618, -3.328, 0.600], [-2.599, -1.785, 1.477], [-1.477, -3.355, 2.861], [-0.480, -3.968, 1.535], [0.813, -2.344, 2.974], [-0.363, -1.091, 2.545], [2.800, -1.609, 1.715], [4.496, -0.914, -0.482], [5.180, -1.334, 0.706], [5.030, -1.262, -1.765], [4.451, 0.752, -0.429], [3.854, 1.472, -1.519], [4.373, 2.435, -1.597], [2.349, 1.706, -1.342], [1.956, 2.096, 0.007], [0.587, 2.230, 0.229], [-0.315, 2.395, -0.831], [-1.661, 2.602, -0.603], [-2.168, 2.645, 0.684], [-1.296, 2.459, 1.742], [0.053, 2.251, 1.524], [0.681, 2.114, 2.388], [-1.666, 2.476, 2.758], [-3.218, 2.827, 0.862], [-2.320, 2.725, -1.449], [0.016, 2.362, -1.853], [2.741, 1.615, 1.134], [2.322, 0.671, 1.512], [4.226, 1.416, 0.823], [4.733, 2.386, 0.778], [4.689, 0.810, 1.603], [2.677, 2.363, 1.931], [1.797, 0.806, -1.648], [2.072, 2.520, -2.019], [4.036, 0.902, -2.430], [2.584, -1.533, -2.516], [0.131, -1.888, -2.416], [-3.603, -1.210, -0.893], [-3.930, -2.247, -0.804], [-4.397, -0.410, -1.940], [-5.052, -1.000, -2.576], [-3.738, 0.191, -2.563], [-5.086, 0.383, -0.822], [-4.984, 1.463, -0.890], [-6.138, 0.135, -0.697], [-4.174, -0.291, 0.213], [-3.427, 0.383, 0.629], [-4.694, -0.803, 1.022]], "lumo_ev": 0.6, "smiles": "O=C(C1CCC1)N1CCCc2cc(S(=O)(=O)N3CCN(c4ccccc4)CC3)ccc21", "e_above_lowest_kj_mol": 248.5}


[6]
{"formula": "C17H10BrN3NiOSe", "method": "ωB97M-V/def2-TZVPD", "elements": ["Ni", "Br", "C", "C", "C", "C", "O", "C", "C", "N", "C", "C", "C", "C", "C", "C", "C", "C", "N", "C", "C", "H", "H", "H", "H", "H", "H", "H", "H", "H", "H", "Se", "C", "N"], "positions_angstrom": [[0.394, -1.426, 0.249], [6.045, 3.224, -0.869], [4.820, 1.837, -0.443], [5.308, 0.567, -0.085], [4.442, -0.438, 0.241], [3.035, -0.240, 0.237], [2.268, -1.209, 0.583], [2.562, 1.053, -0.144], [1.181, 1.354, -0.197], [0.221, 0.541, 0.116], [-1.116, 0.962, 0.101], [-1.557, 2.263, 0.171], [-2.931, 2.558, 0.138], [-3.862, 1.561, 0.062], [-3.445, 0.212, 0.038], [-4.344, -0.878, 0.005], [-3.858, -2.151, 0.022], [-2.470, -2.359, 0.081], [-1.603, -1.370, 0.100], [-2.069, -0.084, 0.069], [3.481, 2.073, -0.482], [6.376, 0.394, -0.082], [4.805, -1.420, 0.513], [0.925, 2.355, -0.546], [-0.850, 3.075, 0.269], [-3.247, 3.591, 0.188], [-4.920, 1.789, 0.042], [-5.408, -0.678, -0.022], [-4.517, -3.007, -0.001], [-2.073, -3.362, 0.113], [3.110, 3.052, -0.760], [1.016, -3.626, 0.268], [-0.412, -4.744, 0.073], [-1.305, -5.469, -0.046]], "lumo_ev": [-1.3, -1.3], "e_above_lowest_kj_mol": 19.3}


[7]
{"formula": "C4H10N3S", "method": "ωB97M-V/def2-TZVPD", "elements": ["C", "C", "C", "C", "N", "N", "N", "S", "H", "H", "H", "H", "H", "H", "H", "H", "H", "H"], "positions_angstrom": [[0.016, 0.963, 1.008], [0.672, -0.079, 1.467], [-0.988, -0.626, -0.245], [1.799, -0.155, 2.443], [-0.897, 0.601, 0.079], [-1.465, 1.640, -0.675], [-0.067, -1.175, -2.718], [0.026, -1.542, 0.763], [0.035, 2.035, 1.317], [-1.799, -0.994, -0.880], [1.429, -0.571, 3.479], [2.165, 0.764, 2.737], [2.393, -0.880, 1.958], [-1.713, 2.504, -0.228], [-2.156, 1.321, -1.227], [-0.517, -1.216, -3.663], [0.436, -2.104, -2.887], [0.630, -0.485, -2.729]], "lumo_ev": -3.5, "charge": 1, "e_above_lowest_kj_mol": 184.4}


[8]
{"formula": "C20H15BrN2O5S", "method": "ωB97M-V/def2-TZVPD", "elements": ["O", "C", "O", "H", "C", "C", "C", "C", "C", "C", "H", "H", "N", "S", "O", "O", "C", "C", "C", "C", "C", "C", "H", "H", "H", "C", "O", "N", "C", "C", "C", "C", "C", "C", "H", "H", "Br", "H", "H", "H", "H", "H", "H", "H"], "positions_angstrom": [[3.304, 7.643, 2.069], [3.145, 6.562, 2.614], [3.063, 6.503, 3.862], [3.009, 7.534, 4.306], [3.102, 5.453, 2.032], [3.503, 5.302, 0.733], [3.637, 4.060, 0.225], [3.403, 2.926, 0.670], [3.261, 3.029, 2.071], [3.152, 4.167, 2.787], [3.235, 4.224, 3.705], [3.248, 2.147, 2.605], [3.338, 1.709, 0.208], [3.049, 1.202, -1.439], [3.541, 2.202, -2.415], [3.236, -0.143, -1.401], [1.149, 1.635, -1.148], [0.435, 0.621, -0.813], [-0.994, 0.762, -0.925], [-1.336, 2.092, -0.980], [-0.624, 3.237, -1.475], [0.973, 2.898, -1.522], [1.549, 3.613, -1.940], [-0.821, 4.096, -1.528], [-2.538, 2.378, -1.191], [-1.982, -0.276, -0.410], [-3.056, 0.117, 0.393], [-1.545, -1.521, -0.951], [-2.186, -2.637, -0.488], [-1.736, -3.857, -1.111], [-2.307, -5.057, -1.127], [-3.561, -5.026, -0.311], [-4.020, -4.040, 0.323], [-3.509, -2.694, 0.248], [-3.872, -1.836, 0.675], [-4.817, -4.188, 0.807], [-4.440, -6.755, -0.128], [-1.757, -6.051, -1.300], [-0.788, -3.744, -1.798], [-0.581, -1.519, -1.402], [0.846, -0.467, -0.547], [3.730, 0.795, 0.887], [3.789, 4.024, -0.989], [3.547, 6.238, 0.185]], "lumo_ev": -1.0, "smiles": "O=C(O)c1ccc(NS(=O)(=O)c2cccc(C(=O)Nc3ccc(Br)cc3)c2)cc1"}


[9]
{"formula": "C6H11N", "method": "ωB97M-V/def2-TZVPD", "elements": ["C", "C", "C", "C", "C", "C", "N", "H", "H", "H", "H", "H", "H", "H", "H", "H", "H", "H"], "positions_angstrom": [[2.129, 0.229, 0.065], [1.021, -0.697, -0.430], [-0.382, -0.073, -0.429], [-1.904, -0.921, 1.568], [-0.540, 1.166, -1.301], [-0.981, 0.030, 0.929], [-1.182, 0.689, 1.953], [2.218, 1.117, -0.571], [3.090, -0.297, 0.049], [1.931, 0.556, 1.092], [0.998, -1.611, 0.180], [1.226, -1.012, -1.462], [-1.572, -1.595, 2.348], [-2.998, -0.881, 1.500], [-1.070, -0.841, -0.777], [-1.590, 1.483, -1.299], [0.075, 2.004, -0.961], [-0.262, 0.896, -2.326]], "lumo_ev": 1.0, "smiles": "CC[C@H](C)C1=NC1", "e_above_lowest_kj_mol": 243.9}


[10]
{"formula": "C5H10O", "method": "ωB97M-V/def2-TZVPD", "elements": ["C", "C", "C", "C", "C", "H", "H", "H", "H", "H", "H", "H", "H", "H", "H", "O"], "positions_angstrom": [[-1.608, -0.983, -0.106], [-0.342, -0.102, -0.259], [-0.603, 1.353, 0.196], [0.898, -0.656, 0.379], [2.111, -0.679, -0.157], [-2.029, -0.982, 0.927], [-2.439, -0.608, -0.718], [-1.453, -2.002, -0.415], [-0.133, -0.001, -1.337], [-0.801, 1.396, 1.309], [-1.484, 1.775, -0.273], [1.325, 1.749, 0.017], [0.828, -0.994, 1.396], [2.951, -1.098, 0.350], [2.298, -0.391, -1.193], [0.480, 2.225, -0.116]], "lumo_ev": 1.1, "smiles": "C=C[C@@H](C)CO", "e_above_lowest_kj_mol": 96.8}


[11]
{"formula": "C20H60ClN5O5", "method": "ωB97M-V/def2-TZVPD", "elements": ["Cl", "C", "C", "C", "O", "C", "N", "H", "H", "H", "H", "H", "H", "H", "H", "H", "H", "H", "H", "C", "C", "C", "O", "C", "N", "H", "H", "H", "H", "H", "H", "H", "H", "H", "H", "H", "H", "C", "C", "C", "O", "C", "N", "H", "H", "H", "H", "H", "H", "H", "H", "H", "H", "H", "H", "C", "C", "C", "O", "C", "N", "H", "H", "H", "H", "H", "H", "H", "H", "H", "H", "H", "H", "C", "C", "C", "O", "C", "N", "H", "H", "H", "H", "H", "H", "H", "H", "H", "H", "H", "H"], "positions_angstrom": [[0.141, 0.026, 0.011], [1.146, -1.659, -5.071], [2.443, -1.498, -4.293], [3.676, -1.117, -5.075], [4.771, -1.306, -4.212], [5.779, -0.317, -4.291], [2.178, -0.580, -3.080], [1.430, -0.912, -2.467], [2.991, -0.663, -2.455], [2.121, 0.398, -3.365], [0.737, -0.680, -5.354], [0.345, -2.123, -4.497], [1.313, -2.144, -6.030], [2.678, -2.431, -3.773], [3.573, -0.067, -5.385], [3.816, -1.688, -5.994], [5.569, 0.642, -3.793], [6.024, -0.051, -5.320], [6.670, -0.653, -3.765], [-2.782, -2.191, 3.178], [-3.576, -1.208, 2.338], [-4.819, -0.666, 2.994], [-5.566, -0.053, 1.982], [-6.797, 0.497, 2.462], [-2.678, -0.015, 1.972], [-1.800, -0.284, 1.488], [-3.154, 0.654, 1.365], [-2.404, 0.499, 2.814], [-3.360, -3.061, 3.496], [-2.372, -1.793, 4.108], [-1.960, -2.664, 2.633], [-3.777, -1.704, 1.391], [-4.588, 0.057, 3.793], [-5.304, -1.460, 3.574], [-7.361, -0.216, 3.065], [-7.423, 0.785, 1.621], [-6.568, 1.392, 3.048], [1.223, 4.309, 0.945], [2.633, 3.793, 1.177], [3.237, 4.343, 2.455], [4.343, 3.533, 2.754], [4.836, 3.798, 4.065], [2.612, 2.285, 1.322], [3.551, 1.999, 1.633], [1.901, 1.985, 1.992], [2.396, 1.720, 0.494], [1.201, 5.398, 0.901], [0.539, 4.004, 1.738], [0.850, 3.965, -0.021], [3.303, 4.036, 0.354], [2.498, 4.350, 3.268], [3.435, 5.413, 2.347], [5.288, 4.785, 4.143], [5.539, 3.043, 4.413], [4.026, 3.692, 4.798], [-2.413, 0.487, -4.501], [-2.917, 1.418, -3.383], [-4.425, 1.476, -3.259], [-4.891, 0.246, -2.766], [-5.725, 0.368, -1.587], [-2.379, 0.980, -2.056], [-2.801, 0.088, -1.774], [-1.367, 0.798, -1.976], [-2.490, 1.695, -1.333], [-3.013, 0.673, -5.391], [-2.617, -0.566, -4.281], [-1.363, 0.586, -4.768], [-2.455, 2.362, -3.674], [-4.818, 1.745, -4.244], [-4.739, 2.316, -2.628], [-5.941, -0.648, -1.278], [-6.575, 0.972, -1.915], [-5.279, 0.961, -0.776], [3.360, -2.780, 1.261], [2.156, -3.637, 1.633], [1.678, -3.646, 3.077], [1.237, -2.344, 3.411], [0.931, -2.160, 4.786], [0.971, -3.270, 0.748], [0.823, -2.243, 0.768], [1.212, -3.544, -0.207], [0.123, -3.791, 0.976], [3.864, -3.034, 0.330], [4.118, -2.816, 2.044], [3.050, -1.728, 1.260], [2.435, -4.659, 1.369], [2.473, -3.984, 3.744], [0.743, -4.227, 3.092], [0.746, -1.103, 4.962], [1.759, -2.493, 5.414], [0.009, -2.697, 5.036]], "lumo_ev": -10.2, "charge": 4, "e_above_lowest_kj_mol": 50.9}


[12]
{"formula": "C2H13NO3", "method": "ωB97M-V/def2-TZVPD", "elements": ["C", "C", "N", "H", "H", "H", "H", "H", "H", "H", "H", "H", "O", "H", "H", "O", "H", "H", "O"], "positions_angstrom": [[2.175, -1.727, -0.624], [1.572, -0.398, -1.007], [0.463, -0.565, -1.995], [2.680, -2.246, -1.436], [2.969, -1.603, 0.107], [1.424, -2.412, -0.228], [1.128, 0.053, -0.120], [2.351, 0.285, -1.370], [0.027, 0.359, -1.975], [0.917, -0.524, -2.901], [-2.120, 2.708, 1.700], [-0.709, 2.219, 1.971], [-1.205, 2.887, 1.463], [-1.525, -0.962, -0.862], [-2.764, -0.024, -0.599], [-2.131, -0.625, -0.192], [0.104, -0.564, 2.471], [-0.754, -0.218, 1.245], [-0.250, 0.176, 1.972]], "lumo_ev": 0.7, "smiles": "CCN.O.O.O", "e_above_lowest_kj_mol": 55.2}


Number 1: total energy -3293.28659 hartree. Number 2: total energy -2028.63375 hartree. Number 3: total energy -928.04047 hartree. Number 4: total energy -500.50670 hartree. Number 5: total energy -1720.10496 hartree. Number 6: total energy -7377.13721 hartree. Number 7: total energy -720.56017 hartree. Number 8: total energy -4228.58121 hartree. Number 9: total energy -289.87880 hartree. Number 10: total energy -271.71574 hartree. Number 11: total energy -1906.77439 hartree. Number 12: total energy -364.46654 hartree.